## w
Formula: C5H14S
Source: the OMol25 dataset
Level of theory: the ωB97M-V functional and the def2-TZVPD basis

Last column: Löwdin charge in e.
CARTESIAN COORDINATES (ANGSTROEM)
C1 1.799 -1.737 -1.126  -0.14
C2 1.330 -1.048 -2.318  -0.62
S1 -0.323 -0.408 -2.482  0.83
C3 -1.631 -0.985 -1.411  -0.44
H1 2.171 -0.999 -0.464  0.07
H2 2.522 -2.522 -1.411  0.10
H3 1.047 -2.258 -0.658  0.04
H4 1.937 -0.257 -2.427  0.00
H5 1.639 -1.254 -3.408  0.10
H6 -2.115 -0.116 -1.023  0.01
H7 -2.440 -1.527 -1.979  0.05
H8 -1.567 -1.645 -0.653  -0.01
C4 0.112 1.791 2.133  -0.22
C5 -1.242 1.989 2.692  -0.21
H9 0.077 1.206 1.068  0.11
H10 0.927 2.583 2.299  0.10
H11 0.394 1.009 2.795  0.03
H12 -1.914 1.172 2.554  0.05
H13 -1.750 2.892 2.135  0.11
H14 -0.972 2.117 3.684  0.04

Calculated values
* highest occupied orbital energy: -8.025 eV
* E_LUMO: 0.848 eV
* SMILES: CCSC.CC
* orbital gap: 8.9 eV
* 2S+1: 1


## x
Formula: C5H14S
Source: the OMol25 dataset
Level of theory: the ωB97M-V functional and the def2-TZVPD basis

Last column: Löwdin charge in e.
CARTESIAN COORDINATES (ANGSTROEM)
C1 -2.139 0.839 0.365  -0.13
C2 -1.665 1.929 -0.588  -0.30
C3 -0.335 2.580 -0.108  -0.12
H1 -1.429 0.654 1.166  0.06
H2 -2.410 -0.128 -0.057  0.07
H3 -3.045 1.145 0.846  0.05
H4 -1.545 1.642 -1.623  0.09
H5 -2.402 2.734 -0.623  0.09
H6 -0.526 3.344 0.639  0.07
H7 0.325 1.771 0.189  0.05
H8 0.137 3.104 -0.943  0.06
C4 1.895 -3.113 1.131  -0.43
S1 0.603 -2.022 0.513  0.73
C5 1.370 -1.252 -0.909  -0.45
H9 1.755 -4.137 0.785  0.03
H10 2.869 -2.868 0.695  0.04
H11 1.935 -2.978 2.204  0.02
H12 0.629 -0.647 -1.395  0.01
H13 1.750 -1.967 -1.640  0.04
H14 2.229 -0.630 -0.647  0.04

Calculated values
* highest occupied orbital energy: -8.468 eV
* E_LUMO: 1.056 eV
* SMILES: CCC.CSC
* orbital gap: 9.5 eV
* 2S+1: 1


## y
Formula: C5H14S
Source: the OMol25 dataset
Level of theory: the ωB97M-V functional and the def2-TZVPD basis

Last column: Löwdin charge in e.
CARTESIAN COORDINATES (ANGSTROEM)
C1 -0.732 -0.924 2.537  -0.13
C2 -0.275 -1.792 1.385  -0.32
C3 -1.267 -1.846 0.255  -0.14
H1 0.052 -0.809 3.291  0.07
H2 -1.584 -1.333 3.090  0.07
H3 -0.982 0.078 2.209  0.06
H4 0.648 -1.374 0.998  0.08
H5 -0.039 -2.792 1.737  0.10
H6 -1.568 -0.875 -0.158  0.05
H7 -0.889 -2.392 -0.612  0.07
H8 -2.212 -2.344 0.451  0.07
C4 1.578 1.028 -0.694  -0.44
S1 0.003 1.798 -1.091  0.73
C5 0.331 2.626 -2.658  -0.44
H9 2.395 1.485 -1.239  0.03
H10 1.826 1.212 0.357  0.03
H11 1.526 -0.044 -0.838  0.02
H12 0.533 3.695 -2.560  0.03
H13 -0.524 2.434 -3.304  0.02
H14 1.183 2.170 -3.156  0.03

Calculated values
* highest occupied orbital energy: -8.479 eV
* E_LUMO: 1.035 eV
* SMILES: CCC.CSC
* orbital gap: 9.5 eV
* 2S+1: 1


Energetically preferred structure: y | next structure: +0.206 eV


## w
Formula: CH3NOSi
Source: the OMol25 dataset
Level of theory: the ωB97M-V functional and the def2-TZVPD basis

Last column: Löwdin charge in e.
CARTESIAN COORDINATES (ANGSTROEM)
N1 -0.898 2.280 -1.318  0.15
C1 -0.410 1.495 -0.650  -0.46
O1 0.126 0.794 0.242  -0.16
Si1 0.307 -0.823 0.345  0.67
H1 0.622 -1.451 -0.804  -0.08
H2 1.222 -1.096 1.384  -0.06
H3 -0.968 -1.198 0.800  -0.06

Calculated values
* highest occupied orbital energy: -11.154 eV
* E_LUMO: 0.437 eV
* SMILES: N#CO[SiH3]
* orbital gap: 11.6 eV
* 2S+1: 1


## x
Formula: CH3NOSi
Source: the OMol25 dataset
Level of theory: the ωB97M-V functional and the def2-TZVPD basis

Last column: Löwdin charge in e.
CARTESIAN COORDINATES (ANGSTROEM)
N1 4.078 0.222 -0.158  0.13
C1 2.980 -0.165 0.038  -0.44
O1 1.774 -0.372 0.233  -0.21
Si1 0.173 -0.080 -0.067  0.65
H1 -0.251 0.259 1.457  -0.02
H2 -0.217 1.004 -0.988  -0.07
H3 -0.339 -1.418 -0.694  -0.04

Calculated values
* highest occupied orbital energy: -10.790 eV
* E_LUMO: 0.238 eV
* SMILES: N#CO[SiH3]
* orbital gap: 11.0 eV
* 2S+1: 1


Energetically preferred structure: w | next structure: +0.171 eV


## w
Formula: C9H28O5
Source: the OMol25 dataset
Level of theory: the ωB97M-V functional and the def2-TZVPD basis

Last column: Löwdin charge in e.
CARTESIAN COORDINATES (ANGSTROEM)
C1 -1.419 3.125 1.389  -0.06
C2 -0.233 3.966 1.000  -0.48
C3 0.152 5.126 1.890  -0.05
O1 0.980 3.168 0.940  -0.08
H1 -1.170 2.362 2.126  0.08
H2 -1.841 2.627 0.516  0.07
H3 -2.191 3.783 1.788  0.08
H4 -0.359 4.226 -0.051  0.12
H5 -0.044 4.907 2.939  0.08
H6 -0.372 6.035 1.595  0.07
H7 1.201 5.416 1.943  0.08
H8 0.681 2.399 0.449  0.01
C4 -1.149 -3.046 2.701  -0.07
C5 -1.297 -2.485 1.297  -0.50
C6 -2.683 -2.798 0.701  -0.03
O2 -1.004 -1.109 1.364  -0.04
H9 -0.110 -3.041 3.031  0.09
H10 -1.507 -4.075 2.709  0.09
H11 -1.771 -2.466 3.382  0.09
H12 -0.520 -3.011 0.742  0.11
H13 -2.916 -1.989 0.008  0.08
H14 -3.398 -2.903 1.516  0.07
H15 -2.631 -3.812 0.304  0.08
H16 -0.760 -0.975 2.282  0.08
C7 2.881 -2.869 -2.508  -0.03
C8 1.947 -1.638 -1.991  -0.46
C9 0.647 -1.587 -2.825  -0.07
O3 1.553 -2.039 -0.739  -0.06
H17 2.249 -3.746 -2.646  0.07
H18 3.528 -2.999 -1.641  0.07
H19 3.395 -2.517 -3.402  0.07
H20 2.457 -0.682 -2.105  0.14
H21 0.044 -2.493 -2.893  0.08
H22 0.828 -1.381 -3.880  0.07
H23 -0.029 -0.749 -2.655  0.06
H24 1.340 -2.968 -0.850  0.08
O4 1.197 3.042 -1.962  -0.04
H25 1.095 2.878 -2.900  0.04
H26 0.421 2.648 -1.564  -0.01
O5 0.137 0.912 -0.573  -0.05
H27 0.012 0.095 -0.089  0.03
H28 0.657 0.661 -1.336  0.02

Calculated values
* highest occupied orbital energy: -9.114 eV
* E_LUMO: 0.564 eV
* SMILES: CC(C)O.CC(C)O.CC(C)O.O.O
* orbital gap: 9.7 eV
* 2S+1: 1


## x
Formula: C9H28O5
Source: the OMol25 dataset
Level of theory: the ωB97M-V functional and the def2-TZVPD basis

Last column: Löwdin charge in e.
CARTESIAN COORDINATES (ANGSTROEM)
C1 0.329 1.580 -1.949  -0.06
C2 -0.743 1.959 -0.937  -0.47
C3 -2.120 2.119 -1.584  -0.04
O1 -0.775 0.961 0.093  -0.08
H1 1.394 1.499 -1.568  0.09
H2 0.289 2.371 -2.711  0.08
H3 0.184 0.582 -2.397  0.07
H4 -0.435 2.959 -0.551  0.14
H5 -2.066 3.035 -2.163  0.08
H6 -2.967 2.161 -0.912  0.07
H7 -2.184 1.252 -2.241  0.07
H8 -1.115 1.363 0.881  0.03
C4 -2.264 -0.086 3.482  -0.05
C5 -1.562 1.279 3.720  -0.41
C6 -0.016 1.103 3.930  -0.04
O2 -1.619 2.094 2.534  -0.09
H9 -1.737 -0.629 2.710  0.07
H10 -3.323 -0.020 3.226  0.08
H11 -2.384 -0.661 4.376  0.07
H12 -2.056 1.709 4.556  0.12
H13 0.497 2.069 3.760  0.09
H14 0.427 0.375 3.243  0.08
H15 0.208 0.869 4.937  0.06
H16 -2.538 2.207 2.237  0.11
C7 3.957 -1.574 -1.062  -0.06
C8 2.475 -1.666 -1.380  -0.50
C9 2.149 -2.044 -2.801  -0.04
O3 1.908 -2.675 -0.497  -0.08
H17 4.321 -2.605 -0.982  0.09
H18 4.016 -0.967 -0.070  0.11
H19 4.458 -0.918 -1.771  0.08
H20 2.005 -0.662 -1.113  0.13
H21 1.057 -2.135 -2.938  0.09
H22 2.644 -2.981 -2.947  0.08
H23 2.500 -1.356 -3.542  0.08
H24 2.186 -2.473 0.404  0.10
O4 -1.966 -1.535 -2.598  -0.09
H25 -2.669 -2.128 -2.886  0.03
H26 -1.584 -1.797 -1.749  -0.03
O5 -0.632 -1.652 -0.332  -0.08
H27 -0.402 -0.782 0.071  0.03
H28 0.156 -2.199 -0.477  0.01

Calculated values
* highest occupied orbital energy: -9.989 eV
* E_LUMO: 0.635 eV
* SMILES: CC(C)O.CC(C)O.CC(C)O.O.O
* orbital gap: 10.6 eV
* 2S+1: 1


Energetically preferred structure: x | next structure: +1.061 eV


## w
Formula: H33O16
Source: the OMol25 dataset
Level of theory: the ωB97M-V functional and the def2-TZVPD basis

Last column: Löwdin charge in e.
CARTESIAN COORDINATES (ANGSTROEM)
O1 -0.335 1.452 -3.970  -0.05
H1 0.566 1.492 -3.609  0.05
H2 -0.074 0.840 -4.672  0.05
O2 1.395 -2.255 2.825  -0.05
H3 1.612 -3.137 3.115  0.05
H4 2.146 -1.722 2.557  0.01
O3 -2.228 3.386 -1.812  -0.04
H5 -1.990 4.097 -1.235  0.04
H6 -1.695 2.860 -2.401  0.01
O4 3.208 -3.104 -2.576  -0.05
H7 3.693 -2.504 -2.003  0.03
H8 -0.678 1.171 0.750  0.01
O5 -0.055 -3.469 -3.446  -0.05
H9 -0.899 -3.632 -3.874  0.04
H10 0.538 -3.954 -4.029  0.05
O6 -4.541 -2.779 -0.916  -0.02
H11 -4.940 -1.967 -0.602  0.06
H12 -3.074 -1.917 -0.197  0.14
O7 -3.111 -0.533 2.496  -0.02
H13 -3.565 -1.294 2.899  0.09
H14 -2.470 -0.365 3.205  0.06
O8 0.810 1.723 1.504  -0.05
H15 2.980 -3.881 -2.056  0.04
H16 1.417 1.072 1.105  0.02
O9 0.687 4.170 3.400  -0.05
H17 -1.092 -2.840 3.666  0.05
O10 -2.573 -1.049 0.035  0.12
H18 -2.629 -0.764 1.009  0.08
H19 -1.745 -1.087 -0.503  0.08
O11 2.228 -0.690 0.927  -0.06
H20 1.922 -1.407 0.362  0.07
H21 3.176 -0.502 0.869  0.04
O12 -0.767 -1.064 -1.933  -0.03
H22 -4.850 -3.015 -1.793  0.07
H23 -1.101 -0.184 -2.162  0.05
O13 -1.507 0.937 0.305  -0.05
H24 -1.932 1.761 0.029  0.05
H25 -0.799 -1.568 -2.745  0.03
O14 -1.192 -1.961 4.049  -0.06
H26 -0.664 -1.433 3.432  0.02
H27 0.559 4.242 4.344  0.03
O15 2.384 5.076 -0.958  -0.05
H28 2.372 4.132 -1.157  0.02
H29 2.885 5.050 -0.143  0.03
O16 4.728 0.960 0.256  -0.04
H30 5.573 1.284 0.598  0.06
H31 4.429 1.625 -0.372  0.04
H32 0.985 1.840 2.435  0.04
H33 0.211 4.907 2.994  0.05

Calculated values
* highest occupied orbital energy: -13.581 eV
* E_LUMO: -2.566 eV
* total charge: +1
* orbital gap: 11.0 eV
* 2S+1: 1


## x
Formula: H33O16
Source: the OMol25 dataset
Level of theory: the ωB97M-V functional and the def2-TZVPD basis

Last column: Löwdin charge in e.
CARTESIAN COORDINATES (ANGSTROEM)
O1 -2.806 -2.191 0.031  -0.03
H1 -2.010 -2.226 -0.468  -0.01
H2 -3.071 -3.108 0.033  0.04
O2 0.485 -0.618 -0.240  -0.07
H3 0.702 -1.119 -1.081  0.07
H4 -0.522 -0.459 -0.327  0.09
O3 -0.665 -2.707 3.956  -0.06
H5 -1.073 -3.530 3.859  0.02
H6 -0.242 -2.907 4.909  0.16
O4 -2.671 1.259 3.838  -0.04
H7 -3.466 1.146 4.365  0.07
H8 -3.085 1.301 3.001  -0.05
O5 -1.583 0.278 -2.440  -0.09
H9 -2.621 0.444 -2.290  0.15
H10 -1.492 -0.605 -2.697  -0.03
O6 2.443 -0.349 -3.003  -0.08
H11 2.917 -0.561 -3.860  0.10
H12 1.650 0.211 -3.022  0.04
O7 3.811 1.090 -0.568  -0.02
H13 4.695 1.261 -0.444  0.02
H14 3.468 1.641 -1.319  0.09
O8 -0.565 -0.163 3.639  -0.05
H15 -1.124 0.402 4.103  -0.01
H16 -0.936 -1.073 3.481  0.06
O9 1.830 -0.384 3.139  -0.04
H17 1.571 0.392 0.479  0.09
O10 -1.994 2.718 0.087  0.00
H18 -1.713 3.358 0.714  0.05
H19 -1.334 2.155 0.409  0.01
O11 1.312 2.887 -2.335  -0.07
H20 0.798 3.270 -1.625  0.02
H21 0.854 3.315 -3.125  0.09
O12 3.496 -2.613 -0.088  -0.06
H22 3.274 -3.241 -0.805  0.05
H23 4.386 -2.661 0.224  0.02
O13 -3.916 1.173 1.557  -0.02
H24 -3.608 1.855 0.894  0.07
H25 -4.681 1.492 1.920  0.01
O14 2.156 0.978 1.133  0.00
H26 3.095 0.656 0.886  0.11
H27 2.016 0.314 2.116  0.05
O15 0.199 -1.489 -3.367  -0.06
H28 -0.109 -0.949 -4.084  0.00
H29 1.121 -1.679 -3.397  0.01
O16 -0.789 0.651 -4.791  0.04
H30 -1.181 1.271 -4.367  -0.06
H31 -1.203 0.213 -5.516  0.07
H32 0.964 -0.003 3.733  0.14
H33 1.220 -1.100 2.752  0.11

Calculated values
* highest occupied orbital energy: -13.388 eV
* E_LUMO: -2.309 eV
* total charge: +1
* orbital gap: 11.1 eV
* 2S+1: 1


Energetically preferred structure: w | next structure: +1.871 eV